Molecular formula: C30H81N5O13
Method: DFT, ωB97M-V/def2-TZVPD

As for the charge: 0. The electronic energy comes out at -2443.17456 Eh. Its SMILES is COCCNCCOC.COCCNCCOC.COCCNCCOC.COCCNCCOC.COCCNCCOC.O.O.O. Its HOMO-LUMO gap is 8.0 eV. The value obtained for the energy above the lowest of the compared OMol25 structures with the same formula, charge and spin is 289.1 kJ/mol.

Each atom is followed by the atoms it is bonded to, with distances in Å.
Positions of all 129 atoms, in Å:
1 C 4.6221 -7.4512 -0.9099  O2 1.410, H10 1.090, H11 1.090, H12 1.090
2 O 3.6598 -6.4855 -0.5491  C1 1.410, C3 1.452
3 C 2.5729 -6.9779 0.2774  O2 1.452, C4 1.511, H13 1.090, H14 1.090
4 C 1.4137 -6.0180 0.1371  C3 1.511, N5 1.441, H15 1.090, H16 1.090
5 N 1.8613 -4.8265 0.8127  C4 1.441, C6 1.490, H17 1.010
6 C 0.9250 -3.6846 0.6128  N5 1.490, C7 1.511, H18 1.090, H19 1.090
7 C -0.3010 -3.7438 1.4937  C6 1.511, O8 1.437, H20 1.090, H21 1.090
8 O -0.8102 -2.4013 1.5518  C7 1.437, C9 1.417
9 C -2.0530 -2.2968 2.2233  O8 1.417, H22 1.090, H23 1.090, H24 1.090
10 H 5.3017 -6.9573 -1.6043  C1 1.090
11 H 4.1461 -8.1821 -1.5637  C1 1.090
12 H 5.0616 -8.0562 -0.1169  C1 1.090
13 H 2.8942 -7.0906 1.3128  C3 1.090
14 H 2.2921 -7.9177 -0.1980  C3 1.090
15 H 0.4772 -6.3530 0.5830  C4 1.090
16 H 1.2097 -5.8796 -0.9246  C4 1.090
17 H 2.7422 -4.5828 0.3829  N5 1.010
18 H 0.7231 -3.6060 -0.4554  C6 1.090
19 H 1.5614 -2.8115 0.7564  C6 1.090
20 H 0.0070 -4.1437 2.4597  C7 1.090
21 H -0.9268 -4.4234 0.9152  C7 1.090
22 H -2.8314 -2.6970 1.5736  C9 1.090
23 H -2.4048 -1.2954 2.4712  C9 1.090
24 H -2.0892 -2.9612 3.0867  C9 1.090
25 C 9.7329 -3.3112 3.4771  O26 1.422, H34 1.090, H35 1.090, H36 1.090
26 O 8.7418 -2.6123 2.7340  C25 1.422, C27 1.428
27 C 9.0007 -1.2081 2.7779  O26 1.428, C28 1.595, H37 1.090, H38 1.090
28 C 7.9506 -0.4688 1.8328  C27 1.595, N29 1.485, H39 1.090, H40 1.090
29 N 6.6309 -0.5955 2.5016  C28 1.485, C30 1.536, H41 1.010
30 C 5.5386 -0.2878 1.4672  N29 1.536, C31 1.542, H42 1.090, H43 1.090
31 C 4.0791 -0.2989 1.9646  C30 1.542, O32 1.455, H44 1.090, H45 1.090
32 O 3.6935 -1.6567 2.3189  C31 1.455, C33 1.383
33 C 2.5828 -1.6853 3.1424  O32 1.383, H46 1.090, H47 1.090, H48 1.090
34 H 9.6138 -4.3943 3.4487  C25 1.090
35 H 9.7711 -3.1284 4.5510  C25 1.090
36 H 10.6933 -3.0917 3.0106  C25 1.090
37 H 10.0119 -0.8446 2.5947  C27 1.090
38 H 8.8791 -0.9121 3.8198  C27 1.090
39 H 7.9938 -1.0341 0.9018  C28 1.090
40 H 8.2743 0.5528 1.6337  C28 1.090
41 H 6.5289 -1.5401 2.8441  N29 1.010
42 H 5.7430 -1.0109 0.6776  C30 1.090
43 H 5.7340 0.7228 1.1085  C30 1.090
44 H 3.3891 0.1063 1.2244  C31 1.090
45 H 4.0599 0.4222 2.7817  C31 1.090
46 H 2.7627 -1.3820 4.1738  C33 1.090
47 H 2.3197 -2.7401 3.0632  C33 1.090
48 H 1.7060 -1.0937 2.8793  C33 1.090
49 C -2.5317 -0.3135 6.4670  O50 1.384, H58 1.090, H59 1.090, H60 1.090
50 O -1.9319 0.0287 5.2671  C49 1.384, C51 1.438
51 C -0.8854 1.0051 5.4087  O50 1.438, C52 1.582, H61 1.090, H62 1.090
52 C -0.2453 1.1675 3.9711  C51 1.582, N53 1.479, H63 1.090, H64 1.090
53 N -0.7868 2.3292 3.2327  C52 1.479, C54 1.472, H65 1.010
54 C -2.1838 2.2277 2.7800  N53 1.472, C55 1.560, H66 1.090, H67 1.090
55 C -2.5679 3.1819 1.6076  C54 1.560, O56 1.391, H68 1.090, H69 1.090
56 O -2.4037 4.4954 2.0344  C55 1.391, C57 1.451
57 C -2.9326 5.4482 1.0765  O56 1.451, H70 1.090, H71 1.090, H72 1.090
58 H -3.4584 -0.8683 6.3205  C49 1.090
59 H -2.7989 0.5561 7.0674  C49 1.090
60 H -1.8800 -0.9925 7.0168  C49 1.090
61 H -0.1730 0.5883 6.1207  C51 1.090
62 H -1.2095 1.9361 5.8738  C51 1.090
63 H -0.2162 0.1980 3.4738  C52 1.090
64 H 0.7858 1.4520 4.1811  C52 1.090
65 H -0.0821 2.5033 2.5304  N53 1.010
66 H -2.9114 2.4596 3.5577  C54 1.090
67 H -2.3873 1.1903 2.5147  C54 1.090
68 H -3.5297 2.9071 1.1744  C55 1.090
69 H -1.9569 2.9963 0.7242  C55 1.090
70 H -2.9391 6.4598 1.4822  C57 1.090
71 H -3.9210 5.2106 0.6832  C57 1.090
72 H -2.3051 5.4504 0.1852  C57 1.090
73 C -7.5422 3.6441 -4.0246  O74 1.450, H82 1.090, H83 1.090, H84 1.090
74 O -6.6237 2.8429 -3.2390  C73 1.450, C75 1.413
75 C -5.9996 1.8673 -4.0483  O74 1.413, C76 1.562, H85 1.090, H86 1.090
76 C -4.6587 1.3782 -3.4127  C75 1.562, N77 1.466, H87 1.090, H88 1.090
77 N -4.9738 0.7615 -2.1203  C76 1.466, C78 1.481, H89 1.010
78 C -3.7337 0.5317 -1.3438  N77 1.481, C79 1.581, H90 1.090, H91 1.090
79 C -4.1128 -0.2399 -0.0166  C78 1.581, O80 1.423, H92 1.090, H93 1.090
80 O -4.6803 0.7039 0.8853  C79 1.423, C81 1.384
81 C -5.4456 0.0927 1.8627  O80 1.384, H94 1.090, H95 1.090, H96 1.090
82 H -8.2046 4.3093 -3.4706  C73 1.090
83 H -8.2490 3.0333 -4.5863  C73 1.090
84 H -7.0270 4.2295 -4.7862  C73 1.090
85 H -5.7564 2.2273 -5.0480  C75 1.090
86 H -6.7427 1.0969 -4.2538  C75 1.090
87 H -3.9137 2.1455 -3.2022  C76 1.090
88 H -4.3206 0.7293 -4.2206  C76 1.090
89 H -5.4816 1.4744 -1.6163  N77 1.010
90 H -3.3731 1.5212 -1.0625  C78 1.090
91 H -2.9876 -0.0883 -1.8409  C78 1.090
92 H -3.2024 -0.7063 0.3597  C79 1.090
93 H -4.7822 -1.0885 -0.1575  C79 1.090
94 H -6.1770 -0.6213 1.4841  C81 1.090
95 H -5.9504 0.7942 2.5268  C81 1.090
96 H -4.8647 -0.4819 2.5842  C81 1.090
97 C -0.6774 3.9259 -8.4685  O98 1.434, H106 1.090, H107 1.090, H108 1.090
98 O -0.6567 3.1487 -7.2640  C97 1.434, C99 1.394
99 C -1.6484 2.1735 -7.1659  O98 1.394, C100 1.504, H109 1.090, H110 1.090
100 C -1.6439 1.5347 -5.8043  C99 1.504, N101 1.444, H111 1.090, H112 1.090
101 N -1.1613 2.4613 -4.8070  C100 1.444, C102 1.472, H113 1.010
102 C -0.8693 1.7852 -3.5326  N101 1.472, C103 1.555, H114 1.090, H115 1.090
103 C -0.6951 2.6897 -2.2793  C102 1.555, O104 1.414, H116 1.090, H117 1.090
104 O 0.6067 3.2377 -2.3432  C103 1.414, C105 1.422
105 C 0.7467 4.3935 -1.5263  O104 1.422, H118 1.090, H119 1.090, H120 1.090
106 H -1.4905 4.6371 -8.3234  C97 1.090
107 H -0.7795 3.2300 -9.3011  C97 1.090
108 H 0.2054 4.5528 -8.5941  C97 1.090
109 H -1.5794 1.3996 -7.9303  C99 1.090
110 H -2.6016 2.6705 -7.3462  C99 1.090
111 H -0.9652 0.7103 -6.0232  C100 1.090
112 H -2.6494 1.1861 -5.5685  C100 1.090
113 H -0.4948 3.1808 -5.0483  N101 1.010
114 H 0.0965 1.3358 -3.7633  C102 1.090
115 H -1.5654 0.9878 -3.2726  C102 1.090
116 H -0.8704 2.0732 -1.3977  C103 1.090
117 H -1.4398 3.4781 -2.3882  C103 1.090
118 H 1.6988 4.9236 -1.5499  C105 1.090
119 H 0.5642 4.1161 -0.4881  C105 1.090
120 H 0.0332 5.1651 -1.8154  C105 1.090
121 O 1.1053 -1.0721 -1.6721  H122 0.957, H123 0.957
122 H 1.9969 -0.7403 -1.7775  O121 0.957
123 H 0.9027 -1.4864 -2.5109  O121 0.957
124 O 1.1011 2.3259 1.0702  H125 0.957, H126 0.957
125 H 0.6068 1.5182 1.2100  O124 0.957
126 H 1.5524 2.1898 0.2371  O124 0.957
127 O -0.2375 -0.0212 0.8542  H128 0.957, H129 0.957
128 H 0.1126 -0.3397 0.0222  O127 0.957
129 H -0.5349 -0.8102 1.3073  O127 0.957

Löwdin population analysis, charges in e, atoms 1 to 8: C -0.120; O -0.210; C -0.197; C -0.231; N -0.053; C -0.203; C -0.172; O -0.233